Entry 1:
Here is a structure of composition C33H44As2FFeN3O8 in a non-equilibrium geometry from OMol25. Energies are from wB97M-V/def2-TZVPD.

Structure (XYZ):
```
92
C33H44As2FFeN3O8 wB97M-V/def2-TZVPD
Fe -1.451 1.016 -1.050
F 0.324 -4.367 0.560
C 0.285 -3.684 -0.607
C -0.867 -3.082 -1.003
C -0.918 -2.389 -2.216
C -1.905 -1.324 -2.372
O -2.675 -1.012 -1.440
C -1.809 -0.577 -3.593
C -0.905 -0.939 -4.531
N 0.072 -1.867 -4.348
C 0.946 -2.095 -5.487
C 2.435 -1.935 -5.500
C 1.802 -3.302 -5.670
C 0.169 -2.477 -3.103
C 1.375 -2.988 -2.610
C 1.479 -3.476 -1.321
N 2.722 -3.513 -0.698
C 2.874 -3.373 0.734
C 4.102 -2.460 1.002
N 4.389 -1.692 -0.242
C 4.901 -2.611 -1.291
C 3.944 -3.832 -1.384
C -2.516 0.756 -3.748
O -3.159 1.015 -4.746
O -2.249 1.553 -2.763
H -1.724 -3.044 -0.344
H -0.886 -0.422 -5.482
H 0.451 -1.740 -6.379
H 2.946 -1.700 -4.578
H 2.859 -1.454 -6.370
H 1.880 -3.999 -4.850
H 1.812 -3.759 -6.649
H 2.289 -2.810 -3.147
H 3.015 -4.337 1.234
H 1.989 -2.886 1.135
H 4.994 -3.035 1.257
H 3.897 -1.745 1.796
H 5.041 -0.930 -0.075
H 3.447 -1.213 -0.499
H 5.911 -2.910 -1.011
H 4.945 -2.052 -2.225
H 4.416 -4.722 -0.954
H 3.743 -4.042 -2.431
O 2.062 -0.775 -0.330
C 1.113 0.026 -0.456
O -0.077 -0.267 -0.173
C 1.340 1.491 -0.959
O 2.467 1.863 -1.223
O 0.241 2.150 -1.001
C 0.591 5.652 2.640
As 0.363 3.966 1.645
C -0.967 4.669 0.390
C -0.843 3.118 2.969
C -2.032 3.750 3.339
C -2.861 3.228 4.317
C -2.507 2.047 4.956
C -1.336 1.403 4.594
C -0.499 1.914 3.600
As 1.169 0.944 3.170
C 1.800 0.761 5.027
C 0.423 -0.873 3.027
H -0.366 6.095 2.917
H 1.138 6.350 2.006
H 1.175 5.471 3.542
H -1.725 5.286 0.873
H -1.427 3.849 -0.154
H -0.424 5.275 -0.335
H -2.310 4.684 2.864
H -3.774 3.744 4.589
H -3.140 1.630 5.730
H -1.076 0.478 5.096
H 1.106 0.192 5.645
H 1.929 1.753 5.458
H 2.768 0.258 5.023
H -0.317 -1.081 3.799
H 1.249 -1.580 3.141
H -0.017 -1.005 2.040
C -4.639 2.598 -0.878
C -3.957 2.467 0.463
O -2.933 1.455 0.423
C -2.988 0.510 1.506
C -4.147 -0.456 1.376
H -5.376 3.403 -0.834
H -5.147 1.671 -1.144
H -3.923 2.823 -1.667
H -4.672 2.190 1.239
H -3.486 3.404 0.767
H -3.023 1.067 2.445
H -2.038 -0.027 1.470
H -5.111 0.048 1.466
H -4.088 -1.193 2.180
H -4.101 -0.972 0.419
```

Kohn-Sham gap (alpha / beta): 0.2767 / 0.2735 hartree
2S+1: 5
⟨S²⟩: 6.009
LUMO level (alpha / beta): -0.18 / -0.18 eV

Entry 2:
Here is the ion C5H8N with charge +1 in a non-equilibrium geometry from OMol25. Energies are from wB97M-V/def2-TZVPD.

Structure (XYZ):
```
14
C5H8N wB97M-V/def2-TZVPD
C -1.880 -0.800 -1.191
C -1.018 -0.184 -0.376
N -1.663 0.783 0.608
C 0.332 -0.246 0.002
C 1.529 -0.423 0.166
C 2.899 -0.387 0.594
H -1.733 -1.604 -1.948
H -2.916 -0.634 -1.132
H -2.697 0.600 0.616
H -1.601 1.736 0.315
H -1.245 0.691 1.500
H 3.468 0.639 0.376
H 3.590 -1.060 0.188
H 2.844 -0.566 1.698
```

net charge: +1
Kohn-Sham gap: 0.3577 hartree
SMILES: C=C([NH3+])C#CC
LUMO level: -3.86 eV

Entry 3:
Here is a cluster of 2 separate species, C4H4O2 in total from OMol25. Energies are from wB97M-V/def2-TZVPD.

Structure (XYZ):
```
10
C4H4O2 wB97M-V/def2-TZVPD
O -0.110 2.408 -0.511
C -0.488 1.301 -0.673
O -0.422 0.346 0.367
C 1.104 -0.073 1.456
C -0.605 -0.914 -0.020
C -0.884 -1.959 -0.539
H -0.924 0.837 -1.567
H 1.735 0.657 0.916
H 0.692 0.482 2.316
H -1.006 -2.948 -0.911
```

Kohn-Sham gap: 0.3265 hartree
LUMO level: 0.25 eV

Entry 4:
Here is a cluster of 2 separate species, C11H11Cl4NO3 in total in a non-equilibrium geometry from OMol25. Energies are from wB97M-V/def2-TZVPD.

Structure (XYZ):
```
30
C11H11Cl4NO3 wB97M-V/def2-TZVPD
O 1.500 3.419 -2.128
C 0.870 3.093 -1.129
C -0.666 3.303 -1.065
O -1.270 3.771 -2.024
C -1.326 2.925 0.184
Cl -3.000 3.207 0.251
C -0.640 2.358 1.242
Cl -1.476 1.910 2.668
C 0.769 2.108 1.158
Cl 1.560 1.353 2.481
C 1.494 2.488 0.046
Cl 3.175 2.248 -0.044
O 2.686 -1.745 4.063
C 1.758 -2.790 3.848
C 0.769 -2.253 2.817
C -0.243 -3.313 2.344
C -0.385 -3.074 0.830
C 0.935 -2.380 0.415
N 1.451 -1.860 1.632
H 3.231 -1.973 4.834
H 2.272 -3.662 3.403
H 1.211 -3.067 4.766
H 0.246 -1.361 3.221
H 0.221 -4.293 2.528
H -1.177 -3.245 2.907
H -0.561 -3.999 0.283
H -1.219 -2.385 0.655
H 1.638 -3.111 -0.027
H 0.787 -1.607 -0.358
H 2.297 -1.313 1.661
```

Kohn-Sham gap: 0.2018 hartree
SMILES: O=C1C(=O)C(Cl)=C(Cl)C(Cl)=C1Cl.OC[C@@H]1CCCN1
LUMO level: -2.54 eV

Entry 5:
Here is a cluster of 2 separate species, C4H14N2O in total in a non-equilibrium geometry from OMol25. Energies are from wB97M-V/def2-TZVPD.

Structure (XYZ):
```
21
C4H14N2O wB97M-V/def2-TZVPD
C -1.683 1.237 0.612
C -0.166 1.106 0.374
C 0.631 1.530 1.608
N 0.201 -0.267 -0.004
C 1.259 -0.420 -0.994
N 1.615 -1.818 -1.125
H -2.157 0.267 0.583
H -2.238 1.950 0.006
H -1.889 1.589 1.634
H -0.003 1.745 -0.492
H 1.700 1.445 1.411
H 0.343 0.872 2.412
H 0.393 2.552 1.908
H 0.169 -0.833 0.832
H 2.123 0.207 -0.782
H 0.801 -0.062 -1.917
H 2.601 -1.977 -1.060
H 1.012 -2.304 -1.759
O -1.929 -2.150 -1.239
H -1.201 -1.629 -0.855
H -1.582 -3.038 -1.154
```

Kohn-Sham gap: 0.3569 hartree
SMILES: CC(C)NCN.O
LUMO level: 0.97 eV

Entry 6:
Here is a cluster of 2 separate species, C4H7N4O in total in a non-equilibrium geometry from OMol25. Energies are from wB97M-V/def2-TZVPD.

Structure (XYZ):
```
16
C4H7N4O wB97M-V/def2-TZVPD
C -0.863 0.239 0.836
C -1.378 1.367 0.237
C 2.266 0.188 0.580
C -0.624 -0.618 -0.260
N -1.389 1.143 -1.094
N -1.002 -0.036 -1.406
N 2.034 1.280 0.972
N 0.050 -1.972 -0.394
O 2.401 -0.958 0.414
H -0.409 0.081 1.897
H -1.818 2.246 0.648
H -1.965 1.670 -1.824
H 2.032 2.245 0.823
H 0.021 -2.266 -1.325
H -0.538 -2.748 0.034
H 1.183 -1.863 -0.139
```

net charge: +1
Kohn-Sham gap (alpha / beta): 0.2193 / 0.2667 hartree
2S+1: 3
⟨S²⟩: 2.021
LUMO level (alpha / beta): -3.12 / -6.80 eV

Entry 7:
Here is a cluster of 2 separate species, CH3Cl2OP in total in a non-equilibrium geometry from OMol25. Energies are from wB97M-V/def2-TZVPD.

Structure (XYZ):
```
8
CH3Cl2OP wB97M-V/def2-TZVPD
C 1.000 -0.001 -0.103
O -1.373 0.672 2.349
P -0.808 0.204 0.089
Cl -1.426 -1.721 -0.300
Cl -1.394 1.298 -1.554
H 1.127 -0.118 -1.269
H 1.782 0.638 0.457
H 1.092 -0.973 0.330
```

Kohn-Sham gap (alpha / beta): 0.3440 / 0.3307 hartree
2S+1: 3
⟨S²⟩: 2.014
LUMO level (alpha / beta): 0.49 / -1.17 eV

Entry 8:
Here is the molecule C4H7NO from OMol25. Energies are from wB97M-V/def2-TZVPD.

Structure (XYZ):
```
13
C4H7NO wB97M-V/def2-TZVPD
O -0.219 -2.804 0.976
C 0.153 -1.674 0.800
C -0.758 -0.627 0.180
N -0.013 0.558 -0.254
C 0.940 0.372 -1.165
C -0.319 1.731 0.304
H 1.162 -1.324 1.100
H -1.473 -0.327 0.950
H -1.290 -1.073 -0.664
H 1.359 1.256 -1.618
H 1.431 -0.588 -1.233
H 0.369 2.547 0.119
H -1.340 1.906 0.616
```

Kohn-Sham gap: 0.2949 hartree
LUMO level: 0.81 eV

> Which formula does entry 4 have?

C11H11Cl4NO3